{
  "formula": "C29H35Cl2N2O3Pt",
  "method": "ωB97M-V/def2-TZVPD",
  "elements": ["Pt", "Cl", "Cl", "O", "O", "O", "N", "N", "C", "C", "C", "C", "C", "C", "C", "C", "C", "C", "C", "C", "C", "C", "C", "C", "C", "C", "C", "C", "C", "C", "C", "C", "C", "C", "C", "C", "C", "H", "H", "H", "H", "H", "H", "H", "H", "H", "H", "H", "H", "H", "H", "H", "H", "H", "H", "H", "H", "H", "H", "H", "H", "H", "H", "H", "H", "H", "H", "H", "H", "H", "H", "H"],
  "positions_angstrom": [[-0.228, 0.824, -0.276], [2.062, 3.228, -1.249], [3.200, 3.744, 1.366], [0.170, 0.182, -2.191], [1.655, 0.300, 0.336], [3.732, 0.949, 0.780], [-0.876, 1.125, 1.632], [-1.945, 1.828, -0.636], [0.276, -1.132, -2.468], [2.118, 2.680, 0.443], [1.558, -1.734, -2.544], [-1.169, -1.800, 1.624], [-3.657, 3.066, 0.201], [-2.594, 2.212, 0.519], [-0.643, -1.011, 2.799], [0.326, 2.543, 3.900], [-2.254, -0.262, -4.040], [2.860, 0.484, -2.854], [-3.621, 3.218, -1.182], [-2.025, 1.731, 1.712], [-0.441, 0.378, 2.783], [-3.091, -1.304, -1.828], [-0.844, -1.962, -2.805], [2.903, -1.008, -2.546], [2.572, 1.191, 0.527], [0.078, 1.049, 3.894], [3.718, -1.301, -1.283], [-0.051, -2.570, 0.916], [-0.329, -1.706, 3.961], [1.689, 2.922, 4.480], [-2.251, -1.466, -3.095], [-0.672, -3.333, -2.958], [0.571, -3.936, -2.866], [0.155, -1.056, 5.082], [1.665, -3.114, -2.708], [0.355, 0.311, 5.043], [-2.547, 2.445, -1.652], [-4.284, 3.811, -1.791], [1.784, 2.609, 5.520], [-3.222, -2.280, -1.353], [2.662, -3.543, -2.733], [-2.214, 2.305, -2.666], [-2.523, 1.823, 2.674], [2.494, 2.459, 3.912], [-1.546, -3.936, -3.182], [0.685, -5.007, -2.981], [-1.608, 0.528, -3.666], [1.117, 2.813, 0.837], [-4.342, 3.521, 0.899], [-1.918, -2.506, 1.994], [-0.489, -2.779, 3.979], [-1.675, -1.148, 0.913], [3.212, -0.932, -0.394], [1.832, 4.003, 4.442], [-0.460, 3.037, 4.482], [0.735, -1.894, 0.581], [-4.080, -0.896, -2.057], [-0.433, -3.100, 0.042], [2.372, 1.043, -2.064], [-2.616, -0.648, -1.114], [0.401, -3.297, 1.595], [2.305, 0.681, -3.774], [0.239, 2.932, 2.886], [4.693, -0.810, -1.338], [-1.869, -0.566, -5.016], [-2.728, -2.280, -3.652], [3.880, 0.861, -2.970], [0.733, 0.820, 5.920], [0.375, -1.613, 5.985], [-3.268, 0.122, -4.178], [3.446, -1.474, -3.379], [3.882, -2.375, -1.168]],
  "gap_ev": 7.3,
  "max_force_ha_per_bohr": 0.010,
  "charge": -1,
  "de_lowest_ev": 0.1012
}

---

{
  "formula": "C9H24F3NO7",
  "method": "ωB97M-V/def2-TZVPD",
  "elements": ["F", "F", "F", "O", "O", "O", "O", "O", "O", "O", "N", "C", "C", "C", "C", "C", "C", "C", "C", "C", "H", "H", "H", "H", "H", "H", "H", "H", "H", "H", "H", "H", "H", "H", "H", "H", "H", "H", "H", "H", "H", "H", "H", "H"],
  "positions_angstrom": [[-1.451, 0.581, -1.550], [0.396, -0.680, -1.148], [-1.189, -0.341, 0.520], [4.969, -0.253, -3.822], [-1.516, -2.744, 2.292], [1.449, 1.331, 0.569], [4.233, 3.204, -0.343], [-6.224, -2.015, 2.597], [-4.439, -0.356, -0.065], [4.138, 1.144, -1.474], [5.883, 1.442, 0.030], [2.159, 2.541, 0.883], [0.263, 1.584, -0.186], [2.786, 3.310, -0.372], [4.668, 1.910, -0.650], [4.829, -1.583, -4.297], [-2.536, -3.721, 2.144], [-4.669, 0.889, -0.710], [-0.509, 0.225, -0.560], [-5.223, -1.790, 3.579], [3.042, 2.255, 1.559], [6.475, 0.982, -0.672], [1.539, 3.278, 1.514], [2.494, 4.410, -0.262], [0.498, 2.064, -1.204], [5.617, 0.775, 0.763], [5.690, -1.826, -4.921], [-2.159, -4.561, 1.556], [-4.243, 1.699, -0.111], [-1.277, -2.449, 1.406], [4.790, -2.276, -3.452], [2.428, 2.947, -1.384], [-5.743, 1.040, -0.809], [3.916, -1.670, -4.892], [-3.483, -0.466, 0.011], [4.196, -0.063, -3.273], [-3.401, -3.274, 1.647], [-0.444, 2.330, 0.329], [-2.830, -4.076, 3.132], [-6.001, -1.468, 1.833], [-5.447, -2.396, 4.457], [-4.248, -2.078, 3.180], [-4.212, 0.880, -1.703], [-5.215, -0.734, 3.861]],
  "gap_ev": 10.3,
  "max_force_ha_per_bohr": 0.070,
  "charge": 0
}

---

{
  "formula": "C8H22N3Si",
  "method": "ωB97M-V/def2-TZVPD",
  "elements": ["Si", "N", "N", "N", "C", "C", "C", "C", "C", "C", "C", "C", "H", "H", "H", "H", "H", "H", "H", "H", "H", "H", "H", "H", "H", "H", "H", "H", "H", "H", "H", "H", "H", "H"],
  "positions_angstrom": [[0.420, -3.010, 2.033], [1.096, 2.608, -0.850], [2.166, -0.910, 0.402], [-0.027, -1.711, 0.679], [-2.226, 0.529, 0.913], [0.886, -0.740, 0.297], [-1.367, -1.678, 0.198], [-2.085, 0.536, -0.658], [1.040, 3.489, -2.081], [-1.461, -0.853, -1.117], [-2.285, -0.975, 1.195], [3.040, -0.027, -0.351], [3.265, 0.846, 0.252], [-3.357, -1.178, 1.157], [2.479, -1.681, 1.011], [0.546, -2.581, 3.452], [2.678, 0.262, -1.374], [0.617, 0.188, -0.209], [-0.730, -3.913, 1.838], [-1.801, -2.701, -0.034], [-3.111, 0.901, 1.326], [0.518, 2.857, -2.781], [0.181, 2.610, -0.472], [-1.461, 1.106, 1.434], [-2.978, 0.710, -1.268], [-2.011, -1.314, 2.137], [-2.191, -1.274, -1.737], [3.904, -0.519, -0.386], [0.546, 4.382, -1.782], [-1.331, 1.436, -0.789], [-0.547, -0.712, -1.615], [1.709, -3.603, 1.624], [1.782, 3.164, -0.145], [2.096, 3.757, -2.300]],
  "gap_ev": 9.6,
  "max_force_ha_per_bohr": 0.082,
  "charge": 1,
  "de_lowest_ev": 0.0000
}

---

{
  "formula": "C7H10",
  "method": "ωB97M-V/def2-TZVPD",
  "elements": ["C", "C", "C", "C", "C", "C", "C", "H", "H", "H", "H", "H", "H", "H", "H", "H", "H"],
  "positions_angstrom": [[-0.844, -0.509, -0.748], [0.565, 0.031, -1.033], [0.756, 1.184, -0.001], [0.559, 0.050, 1.025], [-1.831, 0.371, -0.010], [-0.844, -0.482, 0.755], [1.387, -0.811, 0.003], [0.088, 2.055, 0.024], [0.863, 0.178, -2.068], [-1.766, 1.458, -0.033], [-1.168, -1.394, -1.261], [2.455, -0.570, 0.025], [1.800, 1.525, -0.031], [0.864, 0.123, 2.063], [-1.255, -1.316, 1.339], [-2.841, 0.005, -0.042], [1.211, -1.897, -0.008]],
  "gap_ev": 10.8,
  "max_force_ha_per_bohr": 0.014,
  "charge": 0,
  "de_lowest_ev": 2.0359
}